Below is C3H5Br3O2 as an isolated structure, with properties calculated with ωB97M-V/def2-TZVPD.

The geometry in XYZ format:
```
13
C3H5Br3O2, DFT ωB97M-V/def2-TZVPD
C 0.937 0.401 -0.736
C -0.145 0.359 0.402
C 0.150 -0.851 1.259
O -1.448 0.323 -0.003
O -0.019 1.508 1.306
Br 1.763 -1.023 2.036
Br -1.170 -2.058 1.556
Br -1.424 -1.455 -3.041
H 1.189 -0.643 -1.130
H 1.919 0.846 -0.346
H 0.543 0.846 -1.632
H -1.391 0.008 -0.907
H -0.903 1.739 1.236
```

The value obtained for the lowest unoccupied orbital energy (spin up / spin down) is -4.0 / -4.0 eV. The spin multiplicity is 1. The highest occupied orbital energy (spin up / spin down) comes out at -0.2685 / -0.2684 hartree. The orbital gap (spin up / spin down) comes out at 0.1233 / 0.1230 Ha.

Atomic partial charges in e from the natural (NBO) method, atoms 1 to 6: number 1, C, carries -0.68; number 2, C, carries 0.36; number 3, C, carries -0.04; number 4, O, carries -0.72; number 5, O, carries -0.68; number 6, Br, carries 0.40



Below is a 2-piece molecular cluster, C3H3ClN2S overall, with properties calculated with ωB97M-V/def2-TZVPD.

The geometry in XYZ format:
```
10
C3H3ClN2S, DFT ωB97M-V/def2-TZVPD
C -0.331 1.744 -0.427
C 0.779 1.392 -1.046
C -0.255 -0.390 0.176
N -0.849 0.709 0.384
N -0.831 -2.401 1.188
S 1.087 -0.311 -0.829
Cl 0.450 -3.365 0.743
H -0.721 2.744 -0.517
H 1.181 2.052 -1.782
H -0.511 -2.173 2.111
```

The value obtained for the lowest unoccupied orbital energy (spin up / spin down) is -0.9 / -1.0 eV. The spin multiplicity is 1. The highest occupied orbital energy (spin up / spin down) comes out at -0.3400 / -0.3549 hartree. The orbital gap (spin up / spin down) comes out at 0.3071 / 0.3169 Ha.

Atomic partial charges in e from the natural (NBO) method, atoms 1 to 6: number 1, C, carries -0.06; number 2, C, carries -0.43; number 3, C, carries 0.15; number 4, N, carries -0.48; number 5, N, carries -0.52; number 6, S, carries 0.41



Result set for ΔE to the lowest compared entry with this formula, charge and spin: 259.21 460.50 kJ/mol, one per record in the order listed.